Formula: C23H43B3O9P2
Source: the Open Molecules 2025 dataset
Level of theory: ωB97M-V/def2-TZVPD

Output
Electronic energy ... -2336.821695 Ha
Lowest unoccupied orbital energy ... -0.030 eV
HOMO energy ... -8.104 eV
SMILES string ... CP(C)B1OB(CCOCCOc2ccc(C(C)(C)CC(C)(C)C)cc2)OB(P(=O)(O)O)O1.CC(C)=O
Orbital gap ... 8.075 eV

ORCA input file:
```
! RIJCOSX wB97M-V def2-TZVPD def2/J DEFGRID3
* xyz 0 1
C 0.7036 1.7952 4.8211
P -0.0851 0.0694 4.7265
C 1.3906 -1.1019 4.4872
B -1.2174 -0.0283 3.1606
O -2.4117 -0.7767 3.1553
B -3.1847 -0.4438 1.9969
C -4.0051 -1.5471 1.1620
C -3.5012 -1.3930 -0.3470
O -3.4624 -2.6496 -1.0478
C -2.1512 -2.6710 -1.6767
C -1.9930 -3.8376 -2.7104
O -0.8200 -3.7295 -3.5550
C 0.1784 -2.9530 -2.9706
C 0.3731 -1.5282 -3.2641
C 1.4010 -0.7541 -2.5905
C 2.3193 -1.3194 -1.5760
C 3.4009 -0.4659 -0.8129
C 3.7476 -1.2768 0.5283
C 2.7010 0.8611 -0.3262
C 4.7752 -0.2953 -1.5814
C 5.0155 1.0450 -2.3687
C 6.2874 0.7693 -3.3107
C 5.4787 2.2655 -1.4378
C 3.8580 1.4510 -3.3694
C 2.1359 -2.7625 -1.3302
C 1.0942 -3.5502 -2.0110
O -3.1875 0.9463 1.6420
B -1.8827 1.3930 1.4154
P -1.4421 2.9298 0.3459
O -2.2453 4.1042 0.7884
O -1.6485 2.5950 -1.2933
O 0.1740 3.3818 0.5034
O -0.8099 0.6724 1.9764
H 1.8226 1.6600 4.8276
H 0.4191 2.4579 3.9645
H 0.3780 2.2932 5.7712
H 1.5442 -1.6627 5.4454
H 2.3084 -0.4832 4.2952
H 1.2291 -1.8090 3.6273
H -5.0907 -1.2705 1.2070
H -3.8069 -2.5766 1.5477
H -4.1575 -0.6312 -0.8463
H -2.4757 -0.9169 -0.2825
H -1.4105 -2.7135 -0.8272
H -2.0763 -1.6986 -2.2468
H -2.8800 -3.7800 -3.4007
H -2.0089 -4.8278 -2.1746
H -0.3200 -1.0758 -4.0165
H 1.4669 0.3225 -2.8487
H 2.8362 -1.6595 1.0465
H 4.4335 -2.1175 0.2301
H 4.3318 -0.5528 1.1659
H 2.0815 1.3507 -1.1297
H 1.9476 0.5549 0.4606
H 3.3765 1.5973 0.1716
H 5.6374 -0.5046 -0.8825
H 4.8219 -1.1270 -2.3473
H 7.1617 0.4462 -2.6839
H 6.4777 1.7114 -3.8842
H 6.0121 -0.0288 -4.0520
H 5.4322 1.8808 -0.3766
H 6.5461 2.5494 -1.6091
H 4.7811 3.1386 -1.4968
H 3.1270 2.1376 -2.8720
H 4.3519 2.0650 -4.1802
H 3.3896 0.5824 -3.8915
H 2.7677 -3.3431 -0.6190
H 0.9781 -4.6361 -1.7658
H -0.8782 2.9080 -1.7984
H 0.6100 3.3269 -0.3657
C -7.7553 1.6102 3.6579
C -7.2278 1.0447 2.3651
C -7.6853 1.6972 1.0867
O -6.4648 0.1017 2.3541
H -7.3437 1.0447 4.4941
H -7.4528 2.6542 3.7580
H -8.8437 1.5301 3.6823
H -7.3796 2.7449 1.0739
H -8.7707 1.6209 0.9978
H -7.2279 1.1888 0.2376
*
```